Entry 1:
DFT (ωB97M-V with the def2-TZVPD basis set) results for a 11-piece molecular cluster, C18H39N7O28S4 overall.

Each line ends with the Löwdin charge.
Positions of all 96 atoms, in Å:
O -1.00 -0.04 -1.05  -0.199
H 1.65 5.75 -1.50  0.134
H 4.13 5.04 -1.77  0.135
O 3.79 0.69 -2.32  0.064
S -0.45 -1.56 -0.81  0.682
H -1.93 1.69 1.66  0.070
C -0.03 0.93 -0.71  -0.156
O -1.42 -6.87 -2.06  0.079
S -1.43 2.14 -3.79  0.679
C -3.04 3.90 -4.60  -0.172
O -1.97 -5.44 -0.54  0.047
C -4.38 -3.53 0.50  0.027
O -2.60 2.59 -2.69  -0.225
H -5.19 -0.22 3.47  0.107
C 2.14 4.92 -1.00  -0.180
C 3.10 -3.14 -1.06  -0.155
C -4.59 -0.25 1.32  -0.113
O 0.62 -3.63 3.49  0.081
N -1.76 5.49 0.02  -0.442
O -1.08 5.83 -0.93  0.048
C -3.62 3.42 -3.26  -0.144
H -3.77 4.21 -5.34  0.139
H -5.41 -0.75 0.84  0.086
O 3.01 -6.38 0.06  -0.241
H -3.13 1.10 3.80  0.145
C -3.58 0.51 0.70  -0.096
H -0.67 4.06 1.08  0.099
O 3.01 4.81 2.45  -0.211
H 1.59 0.66 0.73  0.098
O 4.86 0.00 -0.60  0.082
H 0.78 -5.93 -2.05  0.110
O -0.43 -2.00 2.55  0.044
C -1.66 -3.81 3.27  0.059
O 2.79 2.61 1.23  -0.247
C -4.53 0.06 2.66  -0.128
H -2.38 -3.06 3.61  0.096
H -2.34 4.72 -4.39  0.131
C 1.46 0.15 4.42  0.062
H 2.81 -2.10 -0.94  0.103
N -0.37 -3.09 3.06  -0.427
C 5.74 1.76 -1.83  0.049
H 5.14 -3.43 -1.66  0.136
N 1.21 1.48 3.84  -0.432
H 0.89 -0.65 3.96  0.069
N -3.38 0.76 2.89  0.026
O 3.34 -4.87 2.00  -0.215
H 1.94 4.04 -1.63  0.129
H -3.37 0.60 -0.35  0.091
O 4.69 -4.57 -0.07  -0.191
H -4.49 2.78 -3.39  0.134
H 5.49 2.29 -2.74  0.098
O 0.41 1.56 2.92  0.033
O -2.27 2.80 -5.01  -0.193
H -1.36 3.55 -0.47  0.080
H 0.21 -4.44 -1.28  0.067
O 1.81 2.45 4.23  0.076
O -1.44 -2.42 -0.18  -0.231
O -2.58 6.16 0.59  0.092
N -1.17 -5.95 -1.30  -0.421
H -5.05 -2.71 0.30  0.069
O 0.68 -1.06 0.20  -0.204
O 1.71 4.74 0.34  -0.203
O -4.39 -5.79 0.97  0.052
O 4.12 4.51 0.23  -0.207
H 2.53 -0.04 4.33  0.112
C 0.22 -5.53 -1.21  0.031
S 2.89 4.06 1.24  0.686
O -6.09 -4.99 -0.08  0.059
H 0.22 1.61 -1.52  0.105
H 5.87 2.39 -0.96  0.102
C -2.78 1.03 1.69  -0.133
C -1.56 4.09 0.44  0.037
H 3.67 6.31 -0.49  0.139
H -0.32 1.54 0.15  0.096
H 6.66 1.22 -2.06  0.107
H 2.09 0.18 -0.83  0.095
H -3.79 4.26 -2.58  0.132
C 4.58 -3.31 -0.73  -0.151
H 0.62 -5.87 -0.26  0.092
C 3.60 5.28 -0.85  -0.172
H -3.98 -3.38 1.50  0.083
O 2.38 -3.97 -0.16  -0.222
S 3.29 -5.06 0.59  0.644
C 1.21 0.19 -0.18  -0.158
H 4.94 -2.52 -0.07  0.116
N 4.73 0.73 -1.55  -0.440
H 2.80 -3.49 -2.05  0.138
O -1.30 0.74 -4.02  -0.200
H -2.39 3.71 1.03  0.089
N -4.99 -4.87 0.44  -0.433
H -2.01 -4.23 2.33  0.085
H -3.52 -3.55 -0.16  0.071
O -0.18 2.85 -3.56  -0.256
H -1.57 -4.60 4.01  0.098
O 0.20 -2.11 -1.99  -0.235
H 1.14 0.26 5.45  0.108

The energy above the lowest of the compared OMol25 structures with the same formula, charge and spin comes out at 0.000 eV. The calculation puts the total energy at -130378.470 eV. For the HOMO energy, the calculation gives -8.49 eV.

***

Entry 2:
DFT (ωB97M-V with the def2-TZVPD basis set) results for C32H68N4O23S4 as an isolated structure.

Each line ends with the Löwdin charge.
Positions of all 131 atoms, in Å:
H 17.60 0.19 -5.21  0.101
H 18.91 -1.46 -3.23  0.090
H 18.21 -10.90 -6.67  0.141
C 17.56 -8.09 5.17  -0.078
H 14.62 -2.34 -7.02  0.134
H 21.22 -1.67 -2.15  0.066
H 17.64 -0.44 -6.90  0.119
H 20.52 -2.98 2.04  0.078
H 11.53 -1.15 -0.30  0.110
H 20.59 -3.33 4.21  0.125
O 21.10 -5.92 -8.19  -0.214
O 24.01 -2.02 -0.95  0.023
O 16.87 -3.37 0.08  -0.229
O 12.68 -4.49 -6.42  -0.188
C 19.10 -1.88 -4.22  -0.183
H 16.67 1.52 -1.09  0.109
C 17.39 -5.97 -2.18  -0.144
O 15.35 -9.01 -6.22  -0.224
S 16.52 -8.27 -5.81  0.662
H 15.49 -4.88 -2.32  0.134
H 19.61 -3.81 6.25  0.078
C 18.00 -1.92 -5.24  -0.178
H 17.31 -10.22 0.59  0.086
H 18.18 -6.20 -2.90  0.118
H 20.58 -0.30 -4.14  0.101
H 18.46 -9.95 -3.80  0.106
H 19.82 -2.09 6.46  0.084
H 16.99 -6.94 -1.92  0.128
C 12.58 -3.11 -0.30  -0.213
H 17.36 -5.19 1.78  0.064
H 15.88 -4.93 2.45  0.089
C 16.71 -6.64 3.35  -0.522
H 11.86 -3.82 -0.71  0.121
H 15.10 -1.03 -3.58  0.106
H 13.02 -3.91 -8.29  0.137
O 17.84 -8.87 -6.58  -0.210
O 16.47 -6.84 -5.82  -0.227
H 17.50 -8.88 4.41  0.083
O 20.50 -8.32 -8.02  -0.218
O 17.08 -8.80 -4.39  -0.235
C 21.64 -8.02 -5.31  -0.201
H 20.48 -6.56 -4.16  0.131
C 13.73 -2.64 1.68  -0.194
C 14.76 -3.42 -6.92  -0.154
H 22.31 -8.07 -4.45  0.138
O 17.96 -1.74 3.65  0.040
C 16.39 0.95 -1.97  -0.146
H 20.03 -1.32 1.70  0.087
H 23.02 0.53 -2.40  0.123
H 19.62 -8.02 -4.57  0.093
H 15.30 2.71 -2.92  0.119
O 19.46 -0.20 -5.90  -0.155
H 21.88 -8.84 -0.69  0.082
O 17.90 -5.34 -0.99  -0.191
C 21.73 -1.33 -1.25  0.005
H 18.16 -2.72 -5.95  0.120
C 11.80 -1.98 0.35  -0.149
H 21.33 -1.88 -0.41  0.060
C 19.77 -8.66 -0.64  -0.544
H 21.39 -7.22 -0.53  0.085
H 21.49 -9.07 -5.58  0.118
C 12.81 -1.46 1.39  -0.164
H 17.98 -6.04 4.76  0.115
H 12.29 -1.08 2.27  0.109
C 15.70 1.71 -3.13  -0.174
O 22.19 -7.28 -6.38  -0.166
C 13.62 -4.27 -7.46  -0.174
H 16.37 1.69 -3.99  0.096
H 16.97 -10.89 -4.38  0.131
C 18.30 -10.05 -5.99  -0.170
O 12.69 -2.72 -4.59  -0.226
H 21.32 -8.30 0.90  0.073
H 25.25 0.88 -3.08  0.084
C 16.48 -4.92 -2.78  -0.145
H 16.47 -5.07 -3.85  0.114
C 16.89 -5.25 2.76  0.022
O 13.40 -3.66 0.72  -0.141
H 16.98 -8.24 6.08  0.083
H 17.16 -9.16 -0.86  0.073
C 21.15 -8.22 -0.17  0.004
C 14.58 -0.35 -2.90  -0.188
S 20.91 -7.10 -7.40  0.667
H 25.56 0.36 -1.26  0.089
O 19.50 -8.76 -1.83  0.008
C 23.22 -1.18 -1.37  -0.543
H 13.43 -0.67 0.99  0.090
H 20.91 -1.48 -5.47  0.119
H 14.77 -2.28 1.70  0.104
H 18.22 -2.75 5.93  0.084
H 14.04 -5.24 -7.75  0.131
H 21.43 -0.28 -1.09  0.089
C 18.04 -0.54 -5.89  -0.155
H 17.18 -4.50 3.49  0.069
C 19.69 -2.26 2.12  0.002
O 13.26 -5.05 -4.01  -0.220
H 17.32 0.49 -2.31  0.095
H 14.69 0.18 -0.78  0.099
C 25.11 0.22 -2.24  -0.067
O 14.76 -3.74 -5.53  -0.234
H 13.58 -0.72 -2.68  0.108
H 18.61 -8.11 5.48  0.082
S 17.73 -3.71 -1.01  0.624
H 19.00 -2.64 1.37  0.045
N 19.73 -2.90 4.48  -0.004
H 19.43 -2.89 -3.97  0.108
O 19.90 -6.72 -6.19  -0.198
C 15.37 -0.10 -1.59  -0.160
H 13.28 -2.82 -1.10  0.111
N 23.71 -0.10 -2.02  -0.020
O 14.53 0.96 -3.43  -0.148
N 18.89 -8.87 0.36  0.025
H 10.91 -2.33 0.88  0.111
C 19.30 -2.83 5.85  -0.074
S 13.25 -3.98 -4.95  0.659
H 13.70 -3.13 2.66  0.112
C 17.71 -10.11 -4.57  -0.109
O 17.01 -3.61 -2.46  -0.192
O 16.15 -7.56 2.77  0.029
H 25.55 -0.74 -2.55  0.083
C 17.48 -9.22 0.18  -0.037
H 16.93 -8.52 0.81  0.064
C 20.15 -0.96 -4.89  -0.182
C 19.02 -2.32 3.48  -0.560
N 17.38 -6.82 4.53  -0.007
O 19.00 -3.07 -1.06  -0.238
C 20.34 -7.30 -4.95  -0.153
H 15.72 -3.72 -7.33  0.134
H 19.21 -8.57 1.26  0.125
H 19.37 -9.88 -5.81  0.102
H 17.01 -2.13 -4.81  0.091
H 15.72 -1.06 -1.17  0.095

The energy above the lowest of the compared OMol25 structures with the same formula, charge and spin comes out at 0.000 eV. The calculation puts the total energy at -130675.774 eV. For the HOMO energy, the calculation gives -9.08 eV.

***

Entry 3:
DFT (ωB97M-V with the def2-TZVPD basis set) results for C4H8N2O as an isolated structure.

Each line ends with the natural charge from an NBO analysis.
Positions of all 15 atoms, in Å:
H -2.32 0.99 -1.09  0.204
H 1.84 0.67 -1.13  0.234
C 1.47 -0.31 1.47  0.242
H -1.75 -0.29 -2.29  0.197
C -1.96 -0.02 -1.26  -0.640
C 0.79 0.59 -1.39  -0.504
H -2.55 -0.77 -0.74  0.191
N -0.29 -0.52 0.57  -0.167
O -1.19 -0.03 1.53  -0.543
H 0.48 0.83 -2.40  0.222
N 2.63 -0.05 1.07  -0.664
H -1.62 -0.85 1.82  0.477
C -0.09 0.20 -0.49  0.231
H 3.35 0.04 1.80  0.377
H 1.20 -0.49 2.52  0.145

The energy above the lowest of the compared OMol25 structures with the same formula, charge and spin comes out at 8.237 eV. The calculation puts the total energy at -9298.156 eV. For the HOMO energy, the calculation gives -7.85 eV.

***

no.,HOMO-LUMO gap (Ha),LUMO energy (eV)
1,0.2916,-0.6
2,0.3355,0.1
3,0.3160,0.7